(1)
The molecule C6H7NOS, computed with ωB97M-V with the def2-TZVPD basis set.

## Properties
- Kohn-Sham gap: 8.42 eV
- ΔE to the lowest compared entry with this formula, charge and spin: 53.9 kcal per mole
- LUMO: -0.35 eV

Geometry as XYZ:
```
16
C6H7NOS ωB97M-V with the def2-TZVPD basis set
C 1.31 1.44 0.48
C 1.87 0.20 0.04
C 0.01 1.45 0.68
C 1.22 -0.91 -0.14
C -0.85 0.27 0.48
C -0.17 -1.00 0.18
N -0.89 -2.05 0.07
O -1.78 0.28 -2.08
S -2.28 0.48 -0.73
H 2.00 2.34 0.33
H 2.94 0.18 -0.20
H -0.48 2.51 0.92
H 1.62 -1.86 -0.46
H -1.41 0.17 1.37
H -0.25 -2.68 -0.41
H -2.87 -0.80 -0.53
```

Löwdin atomic charges, in units of e: -0.1007, -0.0909, -0.1140, -0.0445, -0.4089, -0.4234, 0.1404, -0.5782, 0.9041, 0.1444, 0.1166, 0.1593, 0.1180, 0.1043, 0.0539, 0.0196

=====

(2)
A structure of composition C4H8O2, computed with ωB97M-V with the def2-TZVPD basis set.

## Properties
- Kohn-Sham gap: 8.92 eV
- ΔE to the lowest compared entry with this formula, charge and spin: 104.1 kcal per mole
- LUMO: 0.09 eV

Geometry as XYZ:
```
14
C4H8O2 ωB97M-V with the def2-TZVPD basis set
C 1.18 0.48 1.05
C 0.06 0.11 0.16
C 0.19 -0.15 -1.36
O -1.13 -0.16 -1.75
C -1.00 -0.79 0.56
O -1.10 0.94 0.26
H 1.61 1.43 0.73
H 1.95 -0.30 0.99
H 0.85 0.58 2.09
H 0.74 -1.11 -1.46
H 0.79 0.63 -1.87
H -1.42 0.76 -0.87
H -1.43 -0.78 1.54
H -1.27 -1.64 -0.09
```

Löwdin atomic charges, in units of e: 0.0027, -0.5715, -0.2837, -0.2300, 0.1793, 0.0072, 0.0938, 0.0951, 0.0921, 0.1283, 0.1220, 0.1213, 0.1108, 0.1325

=====

(3)
A structure of composition C25H26FN4O2Ti, computed with ωB97M-V with the def2-TZVPD basis set.

## Properties
- Kohn-Sham gap: 5.93 eV
- ΔE to the lowest compared entry with this formula, charge and spin: 13.5 kcal per mole
- LUMO: -9.75 eV
- Total charge: +3

Geometry as XYZ:
```
59
C25H26FN4O2Ti ωB97M-V with the def2-TZVPD basis set
Ti -0.15 0.72 1.14
C 2.03 0.69 3.11
O 1.79 0.39 1.69
C 2.72 1.03 0.78
C 4.08 0.95 0.95
C 4.87 1.64 0.04
C 4.30 2.38 -0.98
C 2.92 2.46 -1.12
C 2.12 1.77 -0.22
N 0.69 1.86 -0.15
N 0.14 2.77 -0.92
C -1.08 3.20 -0.75
C -1.90 2.86 0.41
O -1.38 2.05 1.31
C -3.14 3.43 0.60
C -3.62 4.33 -0.34
C -2.89 4.71 -1.49
C -3.43 5.64 -2.39
C -2.71 6.02 -3.51
C -1.45 5.47 -3.73
C -0.90 4.54 -2.85
C -1.61 4.16 -1.72
H 2.99 0.28 3.40
H 1.25 0.18 3.67
H 2.01 1.77 3.26
H 4.53 0.37 1.75
H 5.95 1.60 0.14
H 4.93 2.91 -1.68
H 2.47 3.06 -1.89
H -3.71 3.19 1.49
H -4.60 4.77 -0.19
H -4.41 6.06 -2.20
H -3.12 6.74 -4.20
H -0.89 5.77 -4.60
H 0.07 4.13 -3.05
N 0.99 -8.27 1.54
C 1.51 -6.92 1.11
C 0.66 -5.78 1.68
N 1.16 -4.45 1.37
H 1.55 -9.03 1.15
H 0.02 -8.42 1.24
H 1.01 -8.37 2.56
H 1.50 -6.92 0.02
H 2.54 -6.86 1.45
H 0.62 -5.88 2.77
H -0.37 -5.87 1.32
H 1.21 -4.31 0.37
H 2.08 -4.31 1.75
F -3.76 -3.40 -0.88
C -2.87 -2.46 -0.59
C -2.68 -2.11 0.73
C -1.74 -1.13 0.99
C -1.00 -0.55 -0.04
C -1.22 -0.91 -1.37
C -2.16 -1.89 -1.65
H -3.28 -2.57 1.51
H -1.61 -0.85 2.05
H -0.67 -0.44 -2.17
H -2.37 -2.20 -2.66
```

Löwdin atomic charges, in units of e: 1.2393, 0.0305, -0.2327, -0.1985, 0.0149, -0.0231, -0.0238, 0.0208, -0.1703, -0.0759, 0.1649, -0.1027, -0.2222, -0.0985, 0.0424, 0.0921, -0.1526, 0.0253, -0.0169, -0.0022, 0.0083, -0.0802, 0.1092, 0.1086, 0.1274, 0.1315, 0.1285, 0.1282, 0.1185, 0.1408, 0.1474, 0.1345, 0.1284, 0.1280, 0.1149, 0.1996, -0.1329, -0.2760, 0.0073, 0.1813, 0.1776, 0.1780, 0.1370, 0.1372, 0.1245, 0.1210, 0.0768, 0.0784, 0.1306, -0.2446, 0.0361, -0.1185, -0.2287, -0.0371, 0.0430, 0.1410, 0.1175, 0.1238, 0.1420